Run P
ORCA calculation (the ωB97M-V functional and the def2-TZVPD basis) on C4H11NOS in the gas phase.

XYZ file:
```
18
Properties=species:S:1:pos:R:3
N -0.04 1.37 -0.93
C -0.15 -0.04 -0.52
C -1.52 -0.56 -0.97
O -1.82 -0.24 -2.30
C -0.10 -0.16 1.01
C 1.15 0.09 1.80
S 2.65 -0.84 1.31
H 0.69 1.88 -0.43
H 0.29 1.37 -1.89
H 0.61 -0.74 -0.89
H -1.50 -1.64 -0.84
H -2.27 -0.14 -0.29
H -1.66 0.72 -2.39
H -0.29 -1.23 1.12
H -0.89 0.43 1.49
H 1.51 1.11 1.92
H 0.98 -0.32 2.80
H 2.37 -1.06 0.01
```

The value obtained for the HOMO energy is -9.184 eV. The total charge is 0. As for the structure (SMILES): N[C@H](CO)CCS. As for the multiplicity: 1. The value obtained for the HOMO-LUMO gap is 9.960 eV.

***

Run Q
ORCA calculation (the ωB97M-V functional and the def2-TZVPD basis) on C4H11NOS in the gas phase.

XYZ file:
```
18
Properties=species:S:1:pos:R:3
N 1.63 -1.24 0.07
C 0.27 -0.67 -0.01
C 0.10 -0.12 -1.43
O 0.10 -1.12 -2.41
C 0.17 0.41 1.09
C -1.16 1.01 1.60
S -2.02 2.15 0.43
H 2.39 -0.70 -0.32
H 1.70 -2.19 -0.22
H -0.41 -1.44 0.33
H -0.84 0.42 -1.58
H 0.91 0.63 -1.56
H 0.97 -1.51 -2.46
H 0.80 1.25 0.80
H 0.62 -0.03 1.98
H -1.91 0.22 1.68
H -0.88 1.71 2.38
H -2.42 1.23 -0.38
```

The value obtained for the HOMO energy is -9.012 eV. The total charge is 0. As for the structure (SMILES): N[C@H](CO)CCS. As for the multiplicity: 1. The value obtained for the HOMO-LUMO gap is 9.848 eV.

***

Most favorable structure: run P. The second most favorable one is 7.1 kcal/mol above it.

***

Run P
ORCA calculation (the ωB97M-V functional and the def2-TZVPD basis) on C3H5F2NO2 in the gas phase.

XYZ file:
```
13
Properties=species:S:1:pos:R:3
N -0.57 1.50 0.04
C -0.06 0.24 -0.51
C 1.24 -0.30 -0.18
O 1.62 -1.44 -0.33
O 1.87 0.56 0.47
C -0.98 -0.94 -0.10
F -0.83 -0.98 1.25
F -2.25 -0.38 -0.26
H -0.29 1.49 1.12
H -1.60 1.75 0.05
H 0.00 0.32 -1.61
H 2.76 0.14 0.67
H -0.89 -1.95 -0.62
```

The value obtained for the HOMO energy is -9.898 eV. The total charge is 0. As for the structure (SMILES): N[C@@H](C(=O)O)C(F)F. As for the multiplicity: 1. The value obtained for the HOMO-LUMO gap is 10.543 eV.

***

Run Q
ORCA calculation (the ωB97M-V functional and the def2-TZVPD basis) on 2 unconnected molecules or ions with the total composition C3H5F2NO2.

XYZ file:
```
13
Properties=species:S:1:pos:R:3
C 1.04 1.01 -0.11
C 0.05 0.17 -0.65
C -1.29 -0.20 1.05
N 0.39 -1.14 -0.90
O -0.36 -1.74 -1.66
O 1.36 -1.60 -0.41
F -2.37 0.50 0.77
F -0.64 0.25 2.06
H 1.54 1.57 -0.97
H 0.67 1.64 0.68
H 1.91 0.48 0.43
H -0.74 0.36 -1.39
H -1.56 -1.28 1.11
```

The value obtained for the HOMO energy is -9.928 eV. The total charge is 0. As for the multiplicity: 1. The value obtained for the HOMO-LUMO gap is 9.486 eV.

***

Most favorable structure: run P. The second most favorable one is 104.9 kcal/mol above it.